[1]
Below is a structure of composition C25H27BCdN3O14, with properties calculated with the ωB97M-V functional and the def2-TZVPD basis.

Geometry as XYZ:
```
71
Properties=species:S:1:pos:R:3:lowdin_charge:R:1
Cd -0.083 0.327 -0.560 1.447
O -7.476 2.387 2.726 0.166
C -6.665 1.493 2.601 -0.364
O -6.152 1.167 1.401 0.226
B -5.166 0.096 1.661 -0.788
O -5.258 -0.240 3.061 0.254
C -6.189 0.515 3.618 -0.376
O -6.480 0.519 4.797 0.169
O -3.750 0.682 1.278 0.233
C -3.375 0.140 0.174 -0.454
O -2.387 0.426 -0.415 0.016
C -4.276 -1.021 -0.105 -0.380
O -5.254 -1.022 0.721 0.291
O -3.981 -1.840 -0.989 0.110
N 0.286 1.121 1.683 -0.012
C 1.091 2.172 1.987 -0.144
C 1.264 2.659 3.235 -0.051
C 0.608 2.022 4.278 -0.063
C -0.205 0.958 4.054 -0.029
C -0.336 0.514 2.719 -0.114
H 1.538 2.610 1.096 0.098
H 1.913 3.455 3.510 0.109
H 0.891 2.330 5.278 0.123
H -0.622 0.504 4.964 0.129
H -1.006 -0.289 2.482 0.097
N 0.216 2.664 -1.651 -0.010
C 1.281 3.295 -2.208 -0.143
C 1.223 4.568 -2.731 -0.067
C 0.009 5.163 -2.773 -0.094
C -1.127 4.639 -2.219 -0.019
C -0.952 3.364 -1.600 -0.106
H 2.243 2.777 -2.155 0.101
H 2.073 5.037 -3.224 0.121
H -0.017 6.138 -3.259 0.123
H -2.035 5.225 -2.324 0.119
H -1.797 2.909 -1.117 0.086
N -0.053 -0.824 -2.563 -0.036
C -1.165 -1.549 -2.878 -0.088
C -1.267 -2.159 -4.138 -0.050
C -0.221 -2.096 -4.989 -0.073
C 0.975 -1.416 -4.697 -0.019
C 0.964 -0.770 -3.457 -0.132
H -1.979 -1.619 -2.139 0.092
H -2.174 -2.682 -4.421 0.122
H -0.322 -2.637 -5.954 0.131
H 1.725 -1.534 -5.450 0.107
H 1.767 -0.098 -3.237 0.091
C -0.076 -5.109 -0.328 -0.041
O -0.230 -3.724 -0.427 0.003
C 0.240 -2.934 0.596 -0.485
O 0.318 -1.703 0.661 -0.009
O 0.857 -3.736 1.459 -0.016
C 1.592 -3.150 2.485 -0.018
H 0.958 -5.367 -0.189 0.098
H -0.478 -5.532 -1.239 0.108
H -0.665 -5.485 0.491 0.105
H 1.067 -2.279 2.884 0.093
H 2.528 -2.777 2.045 0.092
H 1.763 -3.865 3.290 0.115
C 4.415 -2.352 0.020 -0.026
O 3.395 -1.486 -0.483 0.005
C 3.583 -0.186 -0.244 -0.619
O 2.740 0.635 -0.548 0.025
O 4.766 0.051 0.255 -0.015
C 5.165 1.427 0.607 0.047
H 5.241 -2.335 -0.678 0.106
H 4.013 -3.353 0.144 0.101
H 4.757 -1.978 0.958 0.089
H 4.443 2.090 0.128 0.089
H 6.215 1.585 0.353 0.104
H 5.093 1.489 1.690 0.098
```

## Properties
2S+1 ... 1
E_tot ... -2379.09902 Eh
ΔE to the lowest compared entry with this formula, charge and spin ... 8.4 kJ/mol
Net charge ... +1

***

[2]
Below is a structure of composition C30H33F5N6O3P2W, with properties calculated with the ωB97M-V functional and the def2-TZVPD basis.

Geometry as XYZ:
```
80
Properties=species:S:1:pos:R:3:lowdin_charge:R:1
W -0.178 -0.435 0.268 1.248
O -4.149 -0.153 -3.663 0.090
C -3.021 -0.417 -4.336 -0.250
C -3.092 -0.396 -5.731 0.015
C -1.979 -0.682 -6.487 -0.039
C -0.757 -1.000 -5.882 -0.067
C -0.671 -1.004 -4.513 -0.029
C -1.788 -0.697 -3.715 -0.079
C -1.644 -0.661 -2.273 -0.390
O -0.435 -0.646 -1.760 -0.284
N -2.677 -0.613 -1.478 0.082
N -2.260 -0.583 -0.171 -0.166
C -3.154 -0.757 0.733 -0.021
C -2.642 -0.902 2.062 -0.227
C -3.461 -1.176 3.149 0.024
C -2.890 -1.423 4.379 -0.010
C -1.506 -1.398 4.465 -0.012
C -0.754 -1.102 3.349 -0.146
N -1.286 -0.833 2.139 -0.056
H -4.017 -0.337 -2.715 0.077
H -4.044 -0.169 -6.189 0.131
H -2.057 -0.675 -7.566 0.119
H 0.099 -1.258 -6.488 0.110
H 0.253 -1.287 -4.025 0.102
H -4.197 -0.880 0.472 0.158
H -4.532 -1.208 3.004 0.133
H -3.501 -1.643 5.243 0.128
H -0.997 -1.604 5.396 0.124
H 0.321 -1.061 3.422 0.067
C 0.289 3.129 -1.001 -0.220
P -0.885 1.994 -0.187 0.829
C -2.374 2.355 -1.174 -0.219
C -1.238 2.717 1.440 -0.375
C -2.227 3.645 1.739 -0.056
C -2.333 4.131 3.037 -0.044
C -1.455 3.705 4.024 -0.047
C -0.462 2.777 3.732 -0.070
C -0.364 2.274 2.442 -0.440
P 0.842 1.057 1.861 0.882
C 2.394 2.016 1.666 -0.266
C 2.607 -1.804 1.845 -0.206
H -0.047 4.161 -0.894 0.067
H 0.312 2.886 -2.065 0.048
H 1.295 3.034 -0.600 0.020
H -2.522 3.436 -1.206 0.061
H -3.262 1.887 -0.754 0.053
H -2.243 2.007 -2.198 0.051
H -2.912 3.996 0.979 0.108
H -3.104 4.850 3.279 0.119
H -1.547 4.094 5.029 0.119
H 0.215 2.447 4.510 0.114
H 2.953 1.981 2.603 0.048
H 2.184 3.059 1.434 0.046
H 3.027 1.595 0.886 0.021
H 3.048 -1.417 3.715 0.125
H 2.998 -2.820 1.929 0.141
H 1.522 -1.884 1.837 0.055
F -1.415 -3.106 -0.291 0.036
C -0.170 -2.719 0.159 -0.401
F -0.039 -3.328 1.407 -0.001
C 0.787 -3.538 -0.734 -0.581
F 0.430 -4.804 -0.850 0.199
F 2.048 -3.527 -0.214 0.112
F 0.887 -3.010 -1.962 0.144
C 5.292 -2.049 1.170 0.053
N 4.382 -1.271 0.297 -0.003
C 4.904 -0.666 -0.807 0.025
C 4.098 -0.038 -1.678 0.061
C 2.698 -0.065 -1.443 -0.303
N 2.198 -0.603 -0.281 0.089
C 3.064 -1.197 0.543 -0.231
O 3.078 -0.954 2.870 -0.053
N 1.881 0.463 -2.328 0.231
H 6.311 -1.842 0.860 0.108
H 5.086 -3.110 1.047 0.120
H 5.165 -1.738 2.201 0.102
H 5.975 -0.731 -0.932 0.153
H 4.498 0.442 -2.559 0.140
H 2.267 0.839 -3.180 0.146
H 0.878 0.247 -2.296 0.062
```

## Properties
2S+1 ... 1
E_tot ... -2965.94160 Eh
ΔE to the lowest compared entry with this formula, charge and spin ... 285.4 kJ/mol
Net charge ... +2